<A>
Density functional theory data (wB97M-V/def2-TZVPD) for a cluster of 2 separate species, C6H11N2 in total.

```
19
Properties=species:S:1:pos:R:3
C -0.025 1.236 0.518
C -1.961 -1.339 -1.558
C -2.093 -0.444 -0.806
C 0.329 -0.470 1.882
C 1.060 -0.752 0.477
C 0.940 0.603 -1.659
N -0.087 0.877 1.782
N 0.544 0.369 -0.273
H -0.367 2.233 0.360
H -2.020 -2.031 -2.391
H -0.691 1.376 2.481
H -2.459 0.368 -0.173
H -0.456 -0.990 2.235
H 1.184 -0.614 2.575
H 2.161 -0.811 0.561
H 0.613 -1.639 0.004
H 0.300 0.240 -2.438
H 1.091 1.707 -1.851
H 1.934 0.079 -1.728
```

E_HOMO = -0.5148 Ha
Total charge = +1
Orbital gap = 10.67 eV



<B>
Density functional theory data (wB97M-V/def2-TZVPD) for the ion C6H11N2 with charge +1.

```
19
Properties=species:S:1:pos:R:3
C 2.198 -1.123 -1.253
C 1.803 -1.100 0.006
C 1.446 0.126 0.868
C 1.072 1.303 -0.037
N -0.194 1.021 -0.697
C -1.212 0.381 -0.260
N -2.204 -0.016 0.154
C -3.442 -0.330 0.682
H 2.128 -0.149 -1.787
H 2.612 -2.050 -1.515
H 1.681 -2.067 0.462
H 2.381 0.519 1.228
H 0.708 -0.140 1.633
H 0.653 2.168 0.515
H 1.810 1.693 -0.713
H -0.370 1.282 -1.668
H -3.995 0.511 0.937
H -3.922 -1.024 -0.145
H -3.153 -1.007 1.591
```

SMILES = C=CCC[NH+]=C=NC
E_HOMO = -0.4905 Ha
Total charge = +1
Orbital gap = 10.00 eV



<C>
Density functional theory data (wB97M-V/def2-TZVPD) for a cluster of 2 separate species, C6H11N2 in total.

```
19
Properties=species:S:1:pos:R:3
C -3.275 -0.004 -0.707
C 1.697 0.137 -0.339
C 0.731 1.239 -0.607
C 0.973 -1.193 -0.233
C -0.101 1.356 0.639
C -0.120 -1.130 0.897
N -2.233 0.359 -0.439
N -0.623 0.100 1.120
H -4.150 -0.492 -1.135
H 2.436 -0.131 -1.233
H 2.301 0.280 0.531
H 1.201 2.110 -0.996
H -0.083 0.827 -1.345
H 0.386 -1.578 -1.136
H 1.703 -1.970 0.122
H 0.452 1.575 1.594
H -0.904 2.068 0.623
H -0.787 -1.986 0.797
H 0.394 -1.565 1.847
```

E_HOMO (spin up / spin down) = -0.5304 / -0.5303 Ha
Total charge = +1
Orbital gap (spin up / spin down) = 7.49 / 7.49 eV



Result of the stability comparison: <C> is the least stable of them.



<A>
Density functional theory data (wB97M-V/def2-TZVPD) for the ion C3H8BrN2 with charge +1.

```
14
Properties=species:S:1:pos:R:3
H 1.512 2.298 0.502
N 1.011 1.457 0.445
C 1.482 0.493 -0.240
Br 3.179 0.693 -1.046
C 0.656 -0.758 -0.363
N -0.535 -0.638 0.572
C -1.727 -0.160 -0.062
H 1.270 -1.709 -0.325
H 0.188 -0.682 -1.307
H -0.189 0.248 1.097
H -0.702 -1.406 1.154
H -2.223 -0.803 -0.695
H -2.358 0.081 0.844
H -1.563 0.887 -0.576
```

SMILES = [H]/N=C(\Br)C[NH2+]C
E_HOMO = -0.5407 Ha
Total charge = +1
Orbital gap = 11.29 eV



<B>
Density functional theory data (wB97M-V/def2-TZVPD) for the ion C3H8BrN2 with charge +1.

```
14
Properties=species:S:1:pos:R:3
C 1.416 0.615 -0.873
N 0.051 0.135 -0.968
C -0.631 -0.217 0.073
N -0.179 -0.148 1.309
C -2.148 -0.837 0.006
Br -2.791 -0.840 -1.834
H 1.456 1.573 -0.350
H 2.036 -0.110 -0.341
H 1.824 0.748 -1.870
H -0.384 0.065 -1.884
H -0.751 -0.464 2.077
H 0.717 0.265 1.527
H -2.805 -0.212 0.605
H -2.114 -1.862 0.366
```

SMILES = CNC(=[NH2+])CBr
E_HOMO = -0.5372 Ha
Total charge = +1
Orbital gap = 11.41 eV



Result of the stability comparison: <A> is the least stable of them.



<A>
Density functional theory data (wB97M-V/def2-TZVPD) for a structure of composition C3H8BrN2.

```
14
Properties=species:S:1:pos:R:3
C -0.470 0.395 1.125
C 0.525 -1.656 -0.612
C -0.889 0.318 -0.194
N -0.515 -0.607 -1.014
N 0.644 1.363 0.265
Br -1.583 1.713 2.076
H 0.295 -2.684 -0.318
H 1.153 -1.140 0.149
H 1.260 -1.665 -1.401
H -0.024 -0.362 1.649
H -1.571 1.080 -0.492
H 1.582 1.558 0.103
H -0.763 -0.535 -1.950
H 0.354 2.222 0.613
```

E_HOMO = -0.5440 Ha
Total charge = +1
Orbital gap = 10.66 eV



<B>
Density functional theory data (wB97M-V/def2-TZVPD) for the ion C3H8BrN2 with charge +1.

```
14
Properties=species:S:1:pos:R:3
C -0.265 2.235 0.035
N 0.019 0.845 0.126
C -0.749 -0.188 -0.067
Br -2.528 -0.109 -0.496
C -0.202 -1.559 0.093
N 1.237 -1.529 0.092
H -0.266 2.490 -1.077
H -1.235 2.335 0.585
H 0.673 2.593 0.441
H 1.042 0.704 0.430
H -0.390 -2.127 1.074
H -0.643 -2.211 -0.658
H 1.510 -2.467 0.008
H 1.797 -1.012 -0.587
```

SMILES = C/[NH+]=C(\Br)CN
E_HOMO = -0.5192 Ha
Total charge = +1
Orbital gap = 9.29 eV



Result of the stability comparison: <A> is the least stable of them.



<A>
Density functional theory data (wB97M-V/def2-TZVPD) for a structure of composition C41H59N7O2PRb.

```
111
Properties=species:S:1:pos:R:3
Rb -0.360 -1.242 -1.301
C 3.464 -0.838 -0.484
C 3.134 -0.193 -1.829
N 2.230 -0.972 -2.651
C 2.734 -2.188 -3.244
C 2.781 -3.355 -2.272
C 3.861 -4.233 -2.275
C 3.884 -5.267 -1.356
C 2.850 -5.370 -0.439
C 1.809 -4.453 -0.507
C 0.669 -4.503 0.491
N 0.274 -3.190 0.979
C 1.165 -2.584 1.965
C 2.475 -2.042 1.396
N 2.279 -1.095 0.316
N 1.760 -3.493 -1.428
H 4.203 -0.197 0.024
H 3.964 -1.795 -0.650
H 4.089 0.023 -2.338
H 2.644 0.767 -1.646
H 1.743 -0.391 -3.319
H 3.738 -2.072 -3.683
H 2.058 -2.458 -4.060
H 4.672 -4.089 -2.977
H 4.711 -5.966 -1.333
H 2.853 -6.134 0.327
H 0.953 -5.186 1.306
H -0.199 -4.944 -0.008
H -0.655 -3.253 1.376
H 1.422 -3.287 2.774
H 0.612 -1.760 2.423
H 3.072 -2.870 1.005
H 3.053 -1.631 2.241
H 1.879 -0.228 0.660
O -3.738 -1.086 -4.437
C -2.535 -1.203 -4.254
N -1.646 -0.244 -3.903
C -1.955 0.694 -3.015
O -2.767 0.657 -2.078
C -1.069 1.920 -3.087
C -1.623 3.153 -3.420
C -0.802 4.262 -3.479
C 0.545 4.112 -3.179
C 0.999 2.852 -2.830
N 0.224 1.767 -2.785
C -1.909 -2.554 -4.570
C -2.467 -3.330 -5.580
C -1.917 -4.567 -5.855
C -0.845 -5.003 -5.087
C -0.377 -4.174 -4.083
N -0.878 -2.963 -3.828
H -2.682 3.216 -3.633
H -1.204 5.230 -3.751
H 1.231 4.948 -3.207
H 2.044 2.708 -2.575
H -3.322 -2.940 -6.113
H -2.317 -5.186 -6.647
H -0.384 -5.967 -5.255
H 0.443 -4.489 -3.446
C -2.611 5.237 0.648
C -1.100 5.200 0.367
C -0.579 3.757 0.291
C -1.356 2.863 1.264
C -2.794 2.719 0.717
C -3.279 4.012 0.036
P -0.570 1.202 1.424
C 0.894 1.451 2.549
C 2.067 2.169 1.871
C 3.375 1.825 2.598
C 3.156 1.707 4.118
C 1.986 2.584 4.553
C 0.671 2.067 3.943
C -1.724 0.244 2.538
C -2.427 0.987 3.704
C -3.815 0.409 3.999
C -3.763 -1.116 3.975
C -3.408 -1.630 2.564
C -2.758 -0.538 1.713
H -3.046 6.161 0.262
H -2.792 5.242 1.728
H -0.562 5.754 1.142
H -0.888 5.703 -0.580
H 0.496 3.737 0.467
H -0.730 3.360 -0.715
H -1.380 3.357 2.243
H -3.472 2.455 1.532
H -2.826 1.910 -0.020
H -4.366 4.079 0.101
H -3.038 3.969 -1.030
H 1.222 0.412 2.706
H 1.894 3.247 1.919
H 2.139 1.926 0.806
H 4.125 2.590 2.384
H 3.774 0.883 2.209
H 4.068 1.973 4.654
H 2.936 0.668 4.385
H 2.171 3.613 4.231
H 1.905 2.616 5.641
H -0.057 2.881 3.893
H 0.245 1.307 4.601
H -1.053 -0.508 2.979
H -2.507 2.056 3.502
H -1.820 0.895 4.606
H -4.542 0.764 3.264
H -4.160 0.770 4.971
H -4.709 -1.543 4.310
H -3.007 -1.445 4.695
H -4.300 -2.001 2.055
H -2.725 -2.483 2.648
H -3.519 0.145 1.336
H -2.309 -0.968 0.816
```

E_HOMO = -0.2928 Ha
Orbital gap = 8.09 eV



<B>
Density functional theory data (wB97M-V/def2-TZVPD) for a structure of composition C41H59N7O2PRb.

```
111
Properties=species:S:1:pos:R:3
Rb 0.725 -1.319 -0.683
C -3.065 -2.092 -1.758
C -2.522 -3.195 -2.659
N -1.179 -3.573 -2.215
C -0.326 -4.137 -3.239
C 0.056 -3.117 -4.291
C 0.456 -3.527 -5.554
C 0.806 -2.561 -6.483
C 0.734 -1.228 -6.125
C 0.328 -0.907 -4.834
C 0.267 0.551 -4.412
N -0.012 0.768 -3.004
C -1.386 1.172 -2.688
C -2.403 0.047 -2.768
N -2.178 -0.933 -1.718
N 0.002 -1.832 -3.938
H -3.179 -2.493 -0.744
H -4.065 -1.784 -2.072
H -2.438 -2.824 -3.683
H -3.212 -4.050 -2.684
H -1.211 -4.184 -1.409
H -0.765 -5.008 -3.751
H 0.590 -4.490 -2.754
H 0.485 -4.581 -5.797
H 1.124 -2.845 -7.479
H 0.991 -0.444 -6.827
H -0.468 1.066 -5.049
H 1.234 1.002 -4.653
H 0.620 1.464 -2.636
H -1.717 1.989 -3.348
H -1.382 1.550 -1.664
H -2.404 -0.397 -3.777
H -3.395 0.488 -2.627
H -1.250 -1.313 -1.853
O 2.970 -3.900 2.663
C 2.213 -3.434 1.827
N 2.439 -3.091 0.531
C 3.645 -3.412 -0.020
O 4.592 -4.015 0.459
C 3.821 -3.008 -1.503
C 4.735 -3.738 -2.260
C 4.920 -3.417 -3.590
C 4.210 -2.354 -4.133
C 3.338 -1.672 -3.304
N 3.132 -1.992 -2.027
C 0.774 -3.147 2.360
C 0.553 -3.330 3.724
C -0.691 -3.040 4.252
C -1.693 -2.576 3.410
C -1.394 -2.433 2.067
N -0.195 -2.713 1.552
H 5.279 -4.534 -1.772
H 5.615 -3.982 -4.199
H 4.324 -2.054 -5.166
H 2.768 -0.829 -3.681
H 1.374 -3.693 4.325
H -0.880 -3.169 5.310
H -2.681 -2.328 3.776
H -2.143 -2.065 1.370
C 1.144 5.722 0.531
C 1.862 4.550 -0.125
C 1.605 3.263 0.668
C 0.179 3.208 1.269
C -0.760 4.036 0.384
C -0.376 5.521 0.430
P -0.382 1.456 1.434
C 0.479 0.828 2.951
C 1.874 0.275 2.610
C 2.610 -0.107 3.886
C 2.937 1.143 4.720
C 1.944 2.280 4.450
C 0.536 1.750 4.197
C -2.142 1.505 2.007
C -3.137 1.460 0.840
C -4.527 1.040 1.335
C -4.841 1.597 2.734
C -4.059 2.881 2.978
C -2.560 2.572 3.047
H 1.435 6.673 0.082
H 1.449 5.777 1.581
H 2.936 4.725 -0.207
H 1.497 4.441 -1.152
H 2.340 3.183 1.471
H 1.773 2.391 0.026
H 0.199 3.680 2.259
H -1.802 3.922 0.683
H -0.706 3.656 -0.642
H -0.872 5.996 1.280
H -0.759 6.021 -0.464
H -0.123 -0.052 3.212
H 2.469 1.000 2.046
H 1.769 -0.593 1.959
H 3.513 -0.676 3.661
H 1.969 -0.786 4.457
H 3.951 1.487 4.498
H 2.932 0.888 5.783
H 2.267 2.853 3.576
H 1.940 2.988 5.282
H -0.162 2.584 4.107
H 0.204 1.189 5.077
H -2.217 0.522 2.493
H -2.788 0.765 0.075
H -3.193 2.444 0.362
H -4.594 -0.052 1.344
H -5.283 1.380 0.622
H -4.559 0.869 3.502
H -5.915 1.752 2.853
H -4.377 3.376 3.898
H -4.262 3.587 2.166
H -2.320 2.203 4.048
H -1.984 3.492 2.924
```

E_HOMO = -0.2861 Ha
Orbital gap = 7.85 eV



Result of the stability comparison: <B> is the least stable of them.